C23H31N3O4PbS | wB97M-V/def2-TZVPD

Calculated values
* net charge: +2
* ΔE to the lowest compared entry with this formula, charge and spin: 0.885 eV
* frontier orbital gap: 0.3109 Ha

Last column: Mulliken charge in e.
Positions of all 63 atoms, in Å:
Pb (1.1302, -1.4577, 0.5051)  1.333
C (-1.7628, -2.8417, -2.7206)  -1.839
C (-1.5316, -1.6370, -1.8728)  0.758
O (-0.5622, -1.6214, -1.0887)  -0.326
C (-2.4548, -0.5140, -1.9512)  0.912
C (-3.7627, -0.7154, -2.4348)  -0.852
C (-4.7120, 0.2789, -2.3800)  -0.910
C (-4.3821, 1.5241, -1.8583)  -0.631
C (-3.0907, 1.7770, -1.4357)  -0.599
C (-2.1295, 0.7719, -1.4669)  0.307
O (-0.9273, 1.1349, -0.9266)  0.081
H (-0.8619, -3.4511, -2.7459)  0.390
H (-2.0585, -2.5764, -3.7330)  0.472
H (-2.5593, -3.4494, -2.2866)  0.431
H (-4.0423, -1.6814, -2.8209)  0.426
H (-5.7079, 0.0868, -2.7479)  0.433
H (-5.1245, 2.3016, -1.7915)  0.462
H (-2.8189, 2.7485, -1.0549)  0.490
O (-0.9103, 1.9263, 1.8867)  -0.724
C (-0.3214, 0.8643, 1.9509)  0.407
O (0.8011, 0.6299, 1.3628)  -0.256
C (-0.9173, -0.3065, 2.6954)  0.423
C (-1.7571, -0.1103, 3.7787)  -0.721
C (-2.3010, -1.2187, 4.4095)  -0.333
C (-2.0191, -2.4786, 3.8985)  -0.758
C (-1.1687, -2.5889, 2.8100)  -0.228
N (-0.6070, -1.5255, 2.2368)  -0.135
H (-1.9623, 0.8951, 4.1087)  0.514
H (-2.9405, -1.0984, 5.2688)  0.487
H (-2.4379, -3.3685, 4.3438)  0.429
H (-0.9342, -3.5553, 2.3892)  0.494
C (2.8403, 6.3574, 2.1709)  -1.187
C (1.5254, 5.6843, 2.5441)  -0.733
C (1.3483, 4.3149, 1.8888)  0.771
C (0.9284, 4.4332, 0.4220)  -1.301
N (0.5282, 3.1476, -0.1285)  0.239
C (1.3287, 2.2702, -0.6779)  0.741
S (0.5961, 0.8271, -1.4474)  -0.310
N (2.6326, 2.4083, -0.8000)  0.013
C (3.5418, 1.4722, -1.4253)  -0.468
C (4.7815, 1.1951, -0.5741)  -1.076
C (4.5416, 0.3878, 0.7042)  0.190
C (4.0471, 1.2124, 1.8856)  -0.745
H (2.9625, 7.2725, 2.7426)  0.412
H (2.8748, 6.6190, 1.1157)  0.302
H (3.6766, 5.6999, 2.4050)  0.281
H (0.6890, 6.3280, 2.2706)  0.363
H (1.4922, 5.5458, 3.6248)  0.356
H (0.5674, 3.7593, 2.4100)  0.092
H (2.2772, 3.7474, 1.9712)  -0.227
H (1.7112, 4.8655, -0.2036)  0.499
H (0.0549, 5.0864, 0.3631)  0.373
H (-0.3271, 2.7824, 0.3126)  0.082
H (3.0675, 3.2309, -0.3960)  0.286
H (3.8661, 1.8755, -2.3899)  0.284
H (2.9961, 0.5420, -1.6110)  0.350
H (5.2665, 2.1387, -0.3163)  0.414
H (5.4767, 0.6457, -1.2105)  0.399
H (5.4867, -0.0801, 0.9820)  0.379
H (3.8263, -0.4262, 0.5001)  -0.321
H (4.7052, 2.0610, 2.0542)  0.343
H (4.0543, 0.6101, 2.7901)  0.420
H (3.0321, 1.5629, 1.7274)  -0.155